19
Properties=species:S:1:pos:R:3:forces:R:3:nbo_charge:R:1 method="wB97M-V/def2-TZVPD" energy_ha=-671.02573 multiplicity=1 homo_ha=-0.316 smiles=CSCCCCO e_lumo_ev=0.88 charge=0 de_lowest_kcal_mol=67.5
C -2.78849 -1.43979 0.51750 1.6 -2.4 -1.1 -0.720
S -1.65136 -0.57731 -0.70408 0.2 0.9 2.8 0.098
C -0.87669 0.50454 0.77383 0.5 1.6 -2.8 -0.474
C 0.58657 0.26823 1.03065 2.7 -4.2 2.1 -0.467
C 1.75764 1.30117 0.71886 -4.2 0.2 0.1 -0.439
C 2.64431 0.72848 -0.32511 0.1 3.0 -5.5 -0.085
O 2.07145 -0.16202 -1.40169 0.4 0.8 2.1 -0.720
H -3.01073 -2.49990 0.10861 0.6 1.6 0.7 0.225
H -3.73497 -0.96140 0.52744 -0.6 0.7 0.6 0.212
H -2.21468 -1.52742 1.49131 -1.1 0.1 -1.2 0.223
H -1.64759 0.54722 1.54127 0.6 -0.5 0.3 0.225
H -0.67594 1.56111 0.50791 -1.7 0.0 -0.8 0.210
H 1.00643 -0.64932 0.48198 -1.4 1.0 0.6 0.252
H 0.70750 -0.12835 2.09907 -0.1 0.9 -1.0 0.211
H 1.20519 2.31520 0.59189 1.5 -1.3 -0.4 0.197
H 2.37372 1.35286 1.56562 0.6 0.5 1.5 0.221
H 3.53812 0.35802 0.10297 0.6 -1.2 0.1 0.194
H 2.99350 1.60022 -1.05492 -0.1 -1.3 1.9 0.174
H 1.36951 0.38905 -1.77881 0.1 -0.3 0.0 0.461

***

54
Properties=species:S:1:pos:R:3:forces:R:3:nbo_charge:R:1 method="wB97M-V/def2-TZVPD" energy_ha=-2344.60264 multiplicity=1 homo_ha=-0.302 smiles="CCS(=O)(=O)c1nc(S(=O)(=O)c2ccc(C)cc2)c(N2C[C@H](C)C[C@H](C)C2)s1" e_lumo_ev=0.54 charge=0 de_lowest_kcal_mol=0.0
C -3.87736 -1.83024 0.72428 -0.2 0.2 -0.1 -0.639
C -2.96406 -2.91916 1.23264 0.5 0.1 -0.6 -0.627
S -1.80902 -3.38725 -0.08980 -0.2 -0.2 0.1 2.166
O -1.01975 -4.51077 0.33846 0.3 0.1 0.3 -0.944
O -2.52468 -3.51110 -1.32871 -0.2 0.3 0.0 -0.927
C -0.67956 -2.01584 -0.22067 0.3 -0.1 0.1 -0.316
N -0.99994 -0.77118 -0.20655 -0.5 -0.7 0.1 -0.378
C 0.05247 0.05325 -0.35958 -0.4 0.5 0.0 -0.304
S -0.41227 1.78260 -0.38710 0.3 0.0 0.0 2.176
O 0.06310 2.41405 0.82220 -0.4 -0.1 0.1 -0.950
O 0.03191 2.36103 -1.63057 -0.3 -0.1 -0.2 -0.938
C -2.19448 1.69400 -0.35998 0.5 0.0 0.1 -0.323
C -2.87025 1.91822 0.82116 0.2 0.1 0.1 -0.181
C -4.25166 1.82015 0.83661 0.0 0.0 -0.1 -0.177
C -4.95091 1.49188 -0.31901 0.1 0.0 0.1 0.002
C -6.44259 1.36699 -0.31093 0.0 0.0 0.0 -0.633
C -4.24338 1.27603 -1.50000 0.1 0.0 0.1 -0.215
C -2.86586 1.37777 -1.52549 -0.1 0.0 -0.2 -0.151
C 1.28196 -0.58056 -0.49961 -0.1 -0.3 -0.1 0.108
N 2.51600 -0.10071 -0.67046 0.0 -0.3 0.0 -0.396
C 3.61944 -1.03833 -0.72975 0.3 -0.2 -0.2 -0.218
C 4.96694 -0.32135 -0.73894 0.1 -0.2 0.3 -0.224
C 6.09896 -1.34451 -0.72106 -0.2 0.2 -0.1 -0.597
C 5.05245 0.61272 0.47104 -0.1 0.1 -0.3 -0.404
C 3.81483 1.52580 0.60122 -0.2 0.0 0.1 -0.211
C 3.07785 1.28850 1.91795 0.0 0.2 -0.2 -0.619
C 2.85303 1.30014 -0.57159 0.2 0.5 0.1 -0.219
S 1.02427 -2.32095 -0.42547 -0.1 0.5 0.1 0.433
H -3.30054 -0.93848 0.49492 -0.1 0.1 0.0 0.242
H -4.63863 -1.58298 1.46103 0.0 0.0 0.1 0.217
H -4.36051 -2.16940 -0.18846 -0.1 0.1 0.0 0.233
H -3.49733 -3.83303 1.48463 0.1 -0.2 -0.1 0.247
H -2.34842 -2.60827 2.07161 0.1 0.0 0.1 0.237
H -2.30617 2.17325 1.70431 0.0 0.0 0.2 0.242
H -4.79035 1.99779 1.75579 -0.1 0.0 0.1 0.208
H -6.73684 0.36638 -0.62351 -0.1 -0.1 0.0 0.225
H -6.88498 2.07520 -1.00975 -0.1 0.0 0.0 0.226
H -6.84713 1.55718 0.67934 -0.1 0.0 0.0 0.216
H -4.78139 1.02538 -2.40194 0.0 0.0 -0.1 0.218
H -2.30186 1.22337 -2.43116 0.0 -0.1 -0.2 0.239
H 3.51136 -1.66393 -1.62496 0.0 0.0 0.0 0.206
H 3.57143 -1.70769 0.14102 0.1 0.0 0.0 0.195
H 5.05244 0.26541 -1.65784 0.0 0.0 0.0 0.205
H 6.04141 -1.99514 -1.59019 0.1 -0.1 -0.1 0.212
H 7.06193 -0.84056 -0.73225 0.1 0.0 0.0 0.217
H 6.04494 -1.96127 0.17316 0.0 -0.1 0.1 0.205
H 5.96024 1.21189 0.39141 0.1 0.0 0.1 0.217
H 5.14541 0.00115 1.37062 0.1 -0.1 0.1 0.202
H 4.12212 2.57430 0.56537 0.0 0.0 -0.1 0.212
H 2.17733 1.89709 1.95677 -0.1 0.0 0.1 0.238
H 3.71313 1.54703 2.76185 0.1 0.0 0.1 0.211
H 2.78700 0.24409 2.01316 0.0 -0.2 0.0 0.196
H 3.30654 1.62447 -1.51343 -0.1 0.1 0.0 0.202
H 1.95146 1.88557 -0.42180 0.3 0.0 -0.1 0.240